1.
Computed, not measured: C3H6N2O in the gas phase in a non-equilibrium geometry, with wB97M-V/def2-TZVPD.

Results
Total charge   0
Lowest unoccupied orbital energy   0.7 eV
DFT total energy   -8233.420 eV
E_HOMO   -9.3297 eV
SMILES string   C=NNC(C)=O

XYZ file:
```
12
C3H6N2O, DFT wB97M-V/def2-TZVPD
C 2.74 -0.47 0.25
N 1.81 -1.20 -0.15
N 0.34 -0.41 -0.02
C -0.76 -1.07 0.00
C -2.08 -0.23 0.15
O -0.83 -2.29 -0.13
H 3.65 -0.89 0.10
H 2.44 0.52 0.64
H 0.56 0.59 0.05
H -1.88 0.84 0.27
H -2.65 -0.75 0.97
H -2.60 -0.41 -0.84
```

2.
Computed, not measured: C3H6N2O in the gas phase, with wB97M-V/def2-TZVPD.

Results
Total charge   0
Lowest unoccupied orbital energy   1.0 eV
DFT total energy   -8235.680 eV
E_HOMO   -9.8622 eV
SMILES string   C/N=C/NC=O

XYZ file:
```
12
C3H6N2O, DFT wB97M-V/def2-TZVPD
C 0.15 1.18 -1.97
N -0.22 1.02 -0.58
C -0.39 -0.15 -0.16
N -0.74 -0.41 1.17
C -0.22 -1.48 1.87
O -0.31 -1.63 3.06
H 1.23 1.40 -2.02
H -0.05 0.30 -2.59
H -0.37 2.04 -2.39
H -0.29 -1.06 -0.77
H -1.07 0.37 1.73
H 0.30 -2.19 1.20
```

3.
Computed, not measured: 2 unconnected molecules or ions with the total composition C3H6N2O in a non-equilibrium geometry, with wB97M-V/def2-TZVPD.

Results
Total charge   0
Lowest unoccupied orbital energy (alpha / beta)   -1.9 / 0.2 eV
DFT total energy   -8229.689 eV
E_HOMO (alpha / beta)   -8.8327 / -10.1752 eV

XYZ file:
```
12
C3H6N2O, DFT wB97M-V/def2-TZVPD
C -0.77 -1.40 -0.16
C 2.67 -0.59 0.17
C -2.36 0.53 0.01
N -0.20 -0.46 -0.87
N -1.06 -0.08 0.24
O -1.00 -2.57 0.08
H 2.71 -1.46 -0.57
H 2.60 0.47 -0.16
H 2.43 -0.56 1.22
H -2.15 1.53 0.30
H -2.72 0.62 -0.97
H -3.21 0.00 0.62
```

4.
Computed, not measured: C3H6N2O in the gas phase in a non-equilibrium geometry, with wB97M-V/def2-TZVPD.

Results
Total charge   0
Lowest unoccupied orbital energy   0.6 eV
DFT total energy   -8235.256 eV
E_HOMO   -10.6752 eV
SMILES string   N#C[C@H](O)CN

XYZ file:
```
12
C3H6N2O, DFT wB97M-V/def2-TZVPD
N 2.12 -0.32 -2.00
C 1.67 0.05 -0.99
C 0.91 0.56 0.18
O 1.21 -0.09 1.37
C -0.60 0.47 -0.22
N -1.21 -0.72 0.36
H 1.19 1.62 0.30
H 0.54 -0.79 1.47
H -0.66 0.49 -1.31
H -1.12 1.36 0.15
H -2.18 -0.54 0.57
H -1.17 -1.50 -0.27
```

5.
Computed, not measured: a molecular structure, C3H6N2O, with wB97M-V/def2-TZVPD.

Results
Total charge   0
Lowest unoccupied orbital energy   0.6 eV
DFT total energy   -8232.000 eV
E_HOMO   -9.5579 eV

XYZ file:
```
12
C3H6N2O, DFT wB97M-V/def2-TZVPD
N 0.32 0.35 1.73
C 0.49 -0.36 0.49
C -0.88 -0.68 -0.17
O -1.06 0.50 -0.93
C 0.82 0.46 -0.74
N 1.20 0.74 -1.84
H 1.19 0.74 2.06
H -0.35 1.11 1.59
H 1.20 -1.18 0.61
H -0.84 -1.60 -0.77
H -1.65 -0.79 0.61
H -0.04 0.68 -1.92
```

6.
Computed, not measured: C3H6N2O in the gas phase, with wB97M-V/def2-TZVPD.

Results
Total charge   0
Lowest unoccupied orbital energy   0.8 eV
DFT total energy   -8235.563 eV
E_HOMO   -10.1479 eV
SMILES string   [H]/N=C(\C)NC=O

XYZ file:
```
12
C3H6N2O, DFT wB97M-V/def2-TZVPD
H -1.38 0.93 -1.63
N -0.42 0.60 -1.49
C -0.18 0.41 -0.26
C -1.13 0.63 0.89
N 1.16 0.00 0.07
C 1.36 -1.37 -0.14
O 2.23 -1.81 -0.86
H -2.13 0.27 0.64
H -1.20 1.71 1.08
H -0.79 0.15 1.81
H 1.81 0.49 -0.54
H 0.67 -2.01 0.42
```

7.
Computed, not measured: a molecular structure, C3H6N2O, with wB97M-V/def2-TZVPD.

Results
Total charge   0
Lowest unoccupied orbital energy   -1.2 eV
DFT total energy   -8232.502 eV
E_HOMO   -9.7472 eV

XYZ file:
```
12
C3H6N2O, DFT wB97M-V/def2-TZVPD
O 2.66 0.00 -0.75
C 1.49 -0.10 -0.38
N 0.69 0.94 0.05
C -0.72 0.67 -0.09
C -0.95 -0.69 0.52
N 0.98 -1.35 -0.41
H 1.04 1.85 -0.25
H -1.06 0.67 -1.14
H -1.31 1.41 0.46
H -0.81 -0.71 1.60
H -1.87 -1.18 0.21
H -0.14 -1.50 0.17
```

8.
Computed, not measured: C3H6N2O in the gas phase in a non-equilibrium geometry, with wB97M-V/def2-TZVPD.

Results
Total charge   0
Lowest unoccupied orbital energy   0.8 eV
DFT total energy   -8235.276 eV
E_HOMO   -10.1917 eV
SMILES string   N#C[C@H](O)CN

XYZ file:
```
12
C3H6N2O, DFT wB97M-V/def2-TZVPD
N 1.47 -1.23 -1.62
C 1.33 -0.38 -0.85
C 0.83 0.56 0.19
O 1.22 0.15 1.47
C -0.69 0.59 -0.01
N -1.20 -0.77 0.06
H 1.26 1.56 0.04
H 0.71 -0.65 1.67
H -0.90 1.12 -0.95
H -1.11 1.18 0.82
H -2.18 -0.78 -0.20
H -0.73 -1.36 -0.63
```

9.
Computed, not measured: C3H6N2O in the gas phase in a non-equilibrium geometry, with wB97M-V/def2-TZVPD.

Results
Total charge   0
Lowest unoccupied orbital energy   0.9 eV
DFT total energy   -8236.226 eV
E_HOMO   -9.2332 eV
SMILES string   O=C1NCCN1

XYZ file:
```
12
C3H6N2O, DFT wB97M-V/def2-TZVPD
O 2.47 -0.03 -0.03
C 1.30 -0.14 -0.29
N 0.53 0.91 -0.70
C -0.74 0.79 -0.06
C -0.87 -0.71 0.28
N 0.44 -1.22 -0.11
H 0.97 1.81 -0.78
H -1.50 1.15 -0.75
H -0.60 1.38 0.88
H -1.06 -0.84 1.36
H -1.67 -1.20 -0.27
H 0.84 -1.96 0.45
```

10.
Computed, not measured: C3H6N2O in the gas phase in a non-equilibrium geometry, with wB97M-V/def2-TZVPD.

Results
Total charge   0
Lowest unoccupied orbital energy   0.9 eV
DFT total energy   -8230.759 eV
E_HOMO   -8.2128 eV

XYZ file:
```
12
C3H6N2O, DFT wB97M-V/def2-TZVPD
C -1.94 -0.25 -0.03
C -0.49 0.00 -0.35
C 0.11 1.27 0.08
N -1.75 -0.48 1.13
N 1.62 -1.06 0.01
O 0.34 -0.99 -0.70
H -2.75 -0.02 -0.79
H -0.61 2.10 0.00
H 0.90 1.41 -0.63
H 0.77 1.27 0.98
H 2.25 -1.67 -0.64
H 1.54 -1.60 0.92
```

11.
Computed, not measured: C3H6N2O in the gas phase in a non-equilibrium geometry, with wB97M-V/def2-TZVPD.

Results
Total charge   0
Lowest unoccupied orbital energy   0.8 eV
DFT total energy   -8232.376 eV
E_HOMO   -9.2588 eV
SMILES string   CON(C)C#N

XYZ file:
```
12
C3H6N2O, DFT wB97M-V/def2-TZVPD
C -0.47 -0.12 1.61
O 0.60 0.75 0.87
N 0.12 0.38 -0.41
C 0.89 -0.60 -1.14
C -0.77 1.16 -1.00
N -1.57 1.81 -1.51
H -0.56 -1.18 1.34
H -1.42 0.40 1.58
H -0.05 -0.08 2.61
H 0.90 -1.54 -0.59
H 1.91 -0.24 -1.25
H 0.44 -0.76 -2.12
```

12.
Computed, not measured: C3H6N2O in the gas phase in a non-equilibrium geometry, with wB97M-V/def2-TZVPD.

Results
Total charge   0
Lowest unoccupied orbital energy   0.6 eV
DFT total energy   -8234.578 eV
E_HOMO   -9.7749 eV
SMILES string   N#C[C@H](O)CN

XYZ file:
```
12
C3H6N2O, DFT wB97M-V/def2-TZVPD
N 2.71 0.38 -1.24
C 1.68 0.53 -0.74
C 0.46 0.51 0.05
O 0.82 -0.25 1.26
C -0.81 -0.06 -0.66
N -1.53 -0.68 0.44
H 0.19 1.50 0.44
H 1.33 -1.06 1.09
H -0.57 -0.77 -1.46
H -1.41 0.72 -1.16
H -0.77 -0.85 1.11
H -2.12 0.03 0.87
```